Formula: C20H32As2P2Pt
Source: the Open Molecules 2025 dataset
Level of theory: the ωB97M-V functional and the def2-TZVPD basis

Geometry as XYZ:
```
57
Properties=species:S:1:pos:R:3
Pt -0.023 0.002 0.014
C -2.829 2.319 -1.759
As -1.858 1.678 -0.223
C -1.424 3.318 0.712
C -3.231 0.862 0.866
C -4.193 1.645 1.498
C -5.169 1.052 2.285
C -5.201 -0.330 2.426
C -4.257 -1.114 1.779
C -3.263 -0.519 1.006
As -1.935 -1.601 0.111
C -2.941 -2.492 -1.269
C -1.572 -3.037 1.359
H -3.628 2.958 -1.388
H -3.246 1.487 -2.321
H -2.164 2.892 -2.401
H -2.281 3.683 1.272
H -1.132 4.074 -0.015
H -0.605 3.139 1.404
H -4.195 2.722 1.382
H -5.904 1.668 2.785
H -5.962 -0.799 3.036
H -4.309 -2.191 1.882
H -3.767 -3.006 -0.781
H -2.306 -3.213 -1.779
H -3.322 -1.772 -1.989
H -2.443 -3.242 1.977
H -0.743 -2.760 2.005
H -1.320 -3.937 0.801
C 2.412 -2.053 1.681
P 1.661 -1.583 0.108
C 1.224 -3.149 -0.694
C 3.007 -0.857 -0.860
C 4.010 -1.635 -1.432
C 5.024 -1.036 -2.163
C 5.056 0.345 -2.304
C 4.074 1.126 -1.713
C 3.039 0.526 -1.001
P 1.733 1.494 -0.206
C 2.512 2.236 1.244
C 1.365 2.885 -1.308
H 3.237 -2.740 1.490
H 1.673 -2.542 2.316
H 2.789 -1.170 2.194
H 2.103 -3.628 -1.123
H 0.502 -2.968 -1.487
H 0.793 -3.819 0.049
H 4.017 -2.711 -1.307
H 5.788 -1.648 -2.625
H 5.845 0.815 -2.877
H 4.131 2.203 -1.807
H 3.368 2.831 0.922
H 2.851 1.458 1.927
H 1.800 2.876 1.764
H 2.263 3.226 -1.822
H 0.969 3.710 -0.718
H 0.631 2.581 -2.051
```

## Properties
LUMO level   -0.2147 Eh
Net charge   +2

---

Formula: C11H14N3
Source: the Open Molecules 2025 dataset
Level of theory: the ωB97M-V functional and the def2-TZVPD basis

Geometry as XYZ:
```
28
Properties=species:S:1:pos:R:3
C 0.593 2.736 0.584
N 1.274 1.835 -0.287
C 0.820 0.377 -0.229
C -0.682 0.151 -0.041
C -1.521 -0.165 -1.111
C -2.779 -0.703 -0.980
C -3.270 -0.849 0.355
C -2.445 -0.433 1.385
C -1.156 0.047 1.233
C 1.414 -0.468 -1.301
C 1.802 -1.728 -1.155
C 1.979 -2.184 0.236
N 2.044 -1.216 1.306
N 1.536 -0.115 1.195
H -0.543 2.815 0.268
H 0.599 2.285 1.700
H 1.013 3.819 0.502
H 2.225 1.767 -0.012
H 1.159 2.228 -1.285
H -1.044 -0.090 -2.069
H -3.373 -1.015 -1.884
H -4.183 -1.249 0.567
H -2.839 -0.405 2.503
H -0.506 0.482 2.021
H 1.481 -0.035 -2.377
H 2.270 -2.281 -1.890
H 1.229 -2.867 0.513
H 2.907 -2.738 0.253
```

## Properties
Energy above the lowest of the compared OMol25 structures with the same formula, charge and spin   66.9 kcal/mol
LUMO level   -0.1180 Eh
Net charge   +1
Structure (SMILES)   C[NH2+][C@@]1(c2ccccc2)C=CCN=N1

---

Formula: C70H77FO2PS
Source: the Open Molecules 2025 dataset
Level of theory: the ωB97M-V functional and the def2-TZVPD basis

Geometry as XYZ:
```
152
Properties=species:S:1:pos:R:3
C -1.156 -1.344 3.491
C 0.099 -0.444 3.220
C 0.860 -0.743 1.862
C 0.066 -1.600 0.803
P 2.477 -1.590 2.208
S 4.023 -0.228 1.519
O 4.087 0.956 2.387
O 5.325 -0.914 1.518
F 3.665 0.166 -0.006
H -1.245 -1.434 4.599
H -1.079 -2.378 3.107
H -2.078 -0.817 3.169
H 0.820 -0.651 4.052
H -0.186 0.622 3.345
H 1.061 0.247 1.381
H -1.019 -1.410 0.776
H 0.501 -1.356 -0.194
H 0.318 -2.675 0.965
H 2.702 -1.757 3.603
H 2.620 -2.816 1.502
C 2.425 2.669 -1.139
C 1.913 3.943 -0.920
C 1.273 4.620 -1.951
C 1.135 4.019 -3.197
C 1.643 2.744 -3.414
C 2.292 2.070 -2.386
H 2.926 2.147 -0.339
H 2.015 4.409 0.053
H 0.880 5.615 -1.783
H 0.632 4.545 -3.998
H 1.535 2.276 -4.385
H 2.694 1.078 -2.558
C -3.646 3.966 4.627
C -2.332 4.108 4.194
C -1.903 3.451 3.047
C -2.791 2.659 2.328
C -4.105 2.520 2.759
C -4.532 3.170 3.911
H -3.979 4.477 5.522
H -1.643 4.731 4.750
H -0.877 3.557 2.713
H -2.459 2.150 1.429
H -4.794 1.904 2.195
H -5.554 3.057 4.249
C 7.655 2.567 5.403
C 8.957 2.704 4.939
C 9.356 2.049 3.781
C 8.449 1.263 3.080
C 7.145 1.128 3.542
C 6.749 1.777 4.705
H 7.345 3.076 6.308
H 9.663 3.322 5.482
H 10.373 2.151 3.424
H 8.759 0.755 2.174
H 6.438 0.517 2.994
H 5.733 1.669 5.068
C -0.943 -3.474 -2.863
C -0.665 -2.149 -3.189
C -1.706 -1.250 -3.393
C -3.024 -1.673 -3.262
C -3.300 -2.995 -2.933
C -2.260 -3.897 -2.738
H -0.131 -4.175 -2.708
H 0.363 -1.820 -3.285
H -1.490 -0.221 -3.652
H -3.835 -0.972 -3.416
H -4.327 -3.324 -2.829
H -2.477 -4.928 -2.486
C 3.349 -6.034 1.413
C 2.707 -7.239 1.669
C 2.555 -7.683 2.978
C 3.036 -6.916 4.033
C 3.675 -5.709 3.780
C 3.835 -5.271 2.470
H 3.472 -5.690 0.392
H 2.326 -7.834 0.848
H 2.061 -8.626 3.176
H 2.913 -7.261 5.053
H 4.049 -5.111 4.603
H 4.342 -4.330 2.270
C -3.945 8.447 2.603
C -3.399 7.172 2.519
C -2.512 6.861 1.496
C -2.162 7.829 0.562
C -2.704 9.106 0.648
C -3.599 9.414 1.665
H -4.640 8.689 3.398
H -3.667 6.420 3.250
H -2.092 5.865 1.428
H -1.466 7.588 -0.233
H -2.429 9.861 -0.079
H -4.025 10.407 1.729
C 1.119 10.425 1.974
C 0.984 9.475 0.969
C 1.427 9.756 -0.318
C 2.015 10.984 -0.597
C 2.154 11.932 0.409
C 1.702 11.654 1.694
H 0.770 10.206 2.976
H 0.531 8.516 1.188
H 1.315 9.018 -1.103
H 2.365 11.202 -1.599
H 2.614 12.889 0.191
H 1.806 12.396 2.476
C 5.395 -4.618 -1.600
C 4.901 -3.336 -1.392
C 4.280 -2.651 -2.431
C 4.144 -3.253 -3.677
C 4.634 -4.536 -3.884
C 5.263 -5.218 -2.848
H 5.882 -5.151 -0.792
H 5.001 -2.869 -0.417
H 3.901 -1.647 -2.270
H 3.656 -2.722 -4.485
H 4.526 -5.006 -4.854
H 5.650 -6.216 -3.012
C 0.822 -4.058 -6.019
C 1.385 -5.326 -6.112
C 2.288 -5.613 -7.128
C 2.636 -4.629 -8.047
C 2.077 -3.361 -7.952
C 1.166 -3.076 -6.940
H 0.116 -3.835 -5.229
H 1.118 -6.091 -5.392
H 2.722 -6.603 -7.205
H 3.344 -4.852 -8.836
H 2.349 -2.594 -8.667
H 0.726 -2.089 -6.870
C -7.343 -1.009 2.027
C -6.030 -0.858 1.599
C -5.592 -1.506 0.453
C -6.468 -2.300 -0.274
C -7.783 -2.451 0.148
C -8.220 -1.809 1.302
H -7.684 -0.505 2.924
H -5.343 -0.234 2.159
H -4.566 -1.393 0.124
H -6.125 -2.801 -1.172
H -8.466 -3.069 -0.421
H -9.243 -1.930 1.635
C -8.194 -6.107 -1.145
C -6.880 -5.952 -1.569
C -6.438 -6.600 -2.717
C -7.314 -7.395 -3.446
C -8.629 -7.547 -3.023
C -9.068 -6.907 -1.871
H -8.536 -5.605 -0.248
H -6.198 -5.327 -1.004
H -5.411 -6.484 -3.044
H -6.972 -7.896 -4.343
H -9.312 -8.166 -3.592
H -10.092 -7.030 -1.539
```

## Properties
Energy above the lowest of the compared OMol25 structures with the same formula, charge and spin   35.5 kcal/mol
LUMO level   -0.1937 Eh
Net charge   +1

---

Formula: C17H43BrCl6FLiNO11PV
Source: the Open Molecules 2025 dataset
Level of theory: the ωB97M-V functional and the def2-TZVPD basis

Geometry as XYZ:
```
83
Properties=species:S:1:pos:R:3
C 2.550 -1.289 -4.676
C 2.143 0.127 -3.920
N 1.072 0.924 -4.631
P -0.577 0.339 -4.283
O -2.253 -0.019 -3.960
H 2.573 -2.114 -3.813
H 1.709 -1.668 -5.428
H 3.618 -1.286 -5.154
H 1.944 -0.074 -2.784
H 3.132 0.795 -3.961
H 1.259 1.047 -5.650
H -0.949 0.767 -5.623
H -0.166 -1.029 -4.093
H -0.579 1.193 -3.110
H -2.279 -0.914 -3.490
O -4.199 -0.072 -3.627
V -5.779 0.028 -2.863
O -7.358 0.129 -2.100
C 2.598 4.022 -2.690
C 2.177 4.521 -1.351
O 3.220 4.102 -0.500
C 4.330 4.069 -1.290
O 5.472 4.021 -0.864
O 4.008 4.104 -2.619
F 1.034 3.920 -0.950
H 2.304 2.982 -2.867
H 2.210 4.639 -3.505
H 2.067 5.609 -1.291
C -7.083 -2.268 0.329
O -6.725 -3.276 -0.609
C -5.384 -3.742 -0.419
C -5.360 -5.076 0.334
O -5.828 -4.925 1.677
C -7.177 -5.351 1.828
H -8.171 -2.151 0.308
H -6.784 -2.527 1.349
H -6.622 -1.319 0.039
H -4.779 -2.986 0.097
H -4.955 -3.892 -1.415
H -4.324 -5.425 0.394
H -5.939 -5.841 -0.199
H -7.219 -6.443 1.854
H -7.820 -4.976 1.026
H -7.555 -4.963 2.781
Br -0.271 -3.031 -4.291
Li -0.271 -4.318 -6.177
C -3.614 -3.400 3.359
O -2.387 -3.527 2.664
H -4.259 -2.706 2.817
H -4.102 -4.376 3.420
H -3.427 -3.012 4.363
H -1.836 -4.149 3.169
C -6.370 3.854 -0.461
Cl -5.266 3.023 -1.570
Cl -6.723 2.834 0.944
Cl -5.686 5.406 0.052
H -7.307 4.048 -0.990
C 9.089 3.493 0.490
C 8.541 3.589 1.905
C 8.196 2.216 2.459
O 7.373 4.405 1.904
H 8.349 3.053 -0.188
H 9.321 4.490 0.099
H 9.998 2.884 0.459
H 9.279 4.073 2.553
H 7.425 1.730 1.851
H 7.791 2.302 3.474
H 9.078 1.569 2.488
H 6.712 3.983 1.331
C -3.760 0.435 3.779
Cl -4.166 2.156 3.664
Cl -3.910 -0.129 5.451
Cl -4.795 -0.521 2.704
H -2.722 0.304 3.463
C 4.301 -0.471 3.698
C 5.665 -0.907 4.191
O 6.515 0.222 4.326
H 4.385 0.041 2.734
H 3.634 -1.331 3.584
H 3.845 0.238 4.397
H 6.126 -1.598 3.479
H 5.590 -1.409 5.160
H 6.101 0.826 4.966
```

## Properties
LUMO level   -0.2787 Eh
Net charge   +1

---

What is the formula in the first record?
C20H32As2P2Pt

---

Among the records above, which one has the highest LUMO level?
C11H14N3